[1]
Here is a molecular structure, C30H28BMoN6S3Sb from OMol25. Energies are from ωB97M-V/def2-TZVPD.

Structure (XYZ):
```
70
Properties=species:S:1:pos:R:3:forces:R:3
Sb 3.3150 -1.5583 1.1426 -0.08 -0.09 0.05
Mo 0.3292 -0.3775 0.1530 0.28 -0.19 -0.21
S 0.9174 -0.2897 2.1557 -0.08 0.06 -0.03
S 1.9388 -1.6690 -0.8453 0.03 -0.01 0.02
S 4.7891 0.1056 0.7616 0.07 0.09 0.01
N -1.6157 -1.1402 -1.7616 -0.04 -0.02 0.08
N 0.7960 1.1811 -1.0686 -0.03 0.01 0.11
N -1.3715 0.7465 0.3650 -0.14 0.08 0.13
N -0.9938 -1.6895 -0.6535 0.03 0.19 -0.12
N -1.9970 1.1144 -0.7895 0.05 -0.09 0.00
N 0.0460 0.7884 -2.1715 -0.02 0.05 0.08
C -1.4917 1.3204 2.7845 -0.10 -0.03 -0.07
C 0.1241 -5.0704 -0.0934 0.02 0.02 0.00
C 0.7852 -5.8443 0.8479 0.00 0.00 -0.01
C 2.9966 2.2134 -0.6158 0.00 -0.05 -0.06
C -0.4983 -3.8842 0.2984 0.01 -0.02 0.00
C 0.7613 1.0428 -3.2789 -0.04 -0.08 -0.03
C -2.8503 2.3386 0.8420 -0.02 0.04 0.00
C -0.8150 0.9791 5.4559 0.00 -0.04 0.03
C -3.7546 2.6758 -1.5834 0.01 -0.01 0.01
C 0.2346 0.8117 -4.6481 0.02 0.00 0.00
C -0.4737 -3.4956 1.6387 0.01 0.00 0.07
C 4.9559 3.5850 0.8439 0.05 -0.01 -0.01
C -2.8910 2.0754 -0.5353 -0.02 0.02 -0.04
C -2.1619 -2.1419 -2.4721 -0.02 0.02 -0.05
C -1.1367 -3.0384 -0.7056 0.01 -0.01 -0.03
C 4.3699 2.0877 -0.9523 0.02 0.00 0.00
C 2.6334 2.9679 0.4858 0.01 0.04 0.04
C 3.6121 3.6414 1.2171 -0.06 -0.02 -0.01
C 0.8244 -5.4432 2.1779 0.02 -0.01 0.04
C -1.4083 -0.0667 4.7601 0.00 0.02 -0.01
C 1.9858 1.6575 -1.5197 -0.05 -0.04 0.00
C -0.9157 2.3734 3.4948 0.02 0.00 0.05
C -1.7445 0.0986 3.4244 0.01 0.01 0.04
C -1.9055 1.4983 1.3858 0.11 -0.07 -0.05
C -0.5711 2.1948 4.8265 0.00 0.03 -0.04
C -1.8758 -3.3480 -1.8313 -0.02 -0.02 0.04
C 1.9915 1.5904 -2.8974 0.04 0.03 -0.02
C 0.1910 -4.2712 2.5766 0.00 -0.02 -0.05
C -2.9529 -1.9175 -3.7113 0.01 -0.02 0.01
C 5.3370 2.8150 -0.2350 0.00 0.01 0.00
B -1.5085 0.3829 -2.0466 -0.02 0.07 0.05
H -0.5642 0.8554 6.5010 0.00 0.00 0.00
H 3.3181 4.2502 2.0622 0.01 0.00 0.00
H -0.1323 3.0118 5.3834 0.00 0.00 0.00
H -0.0976 -0.2197 -4.7700 0.00 0.00 0.00
H 6.3749 2.7510 -0.5345 0.00 0.01 0.01
H 1.3248 -6.0598 2.9131 0.00 -0.01 -0.02
H -2.3865 -1.3550 -4.4533 0.00 0.00 0.00
H 0.1050 -5.3764 -1.1320 -0.01 0.00 0.00
H 1.2640 -6.7657 0.5449 0.00 0.00 0.01
H -3.8645 -1.3606 -3.4910 0.00 0.00 0.00
H 4.6612 1.5364 -1.8384 -0.01 0.01 0.00
H 1.0085 1.0174 -5.3829 0.00 -0.01 -0.01
H -4.4483 1.9315 -1.9780 0.00 0.01 0.00
H 1.5886 3.0947 0.7411 0.00 -0.01 -0.01
H -3.1601 3.0564 -2.4143 0.00 0.00 0.00
H -0.7559 3.3296 3.0113 0.00 -0.01 0.00
H -0.6136 1.4683 -4.8494 0.00 0.00 0.00
H -1.6336 -0.9971 5.2641 0.00 0.00 0.00
H 2.7580 1.9493 -3.5649 -0.01 -0.01 0.00
H -2.2047 -4.3275 -2.1362 0.00 0.01 -0.01
H -4.3335 3.4947 -1.1650 0.00 0.00 0.00
H 0.1803 -3.9915 3.6223 -0.01 0.00 -0.01
H -3.2336 -2.8742 -4.1435 0.00 0.00 -0.01
H -1.0406 -2.6319 1.9675 -0.03 0.03 -0.03
H -2.0800 0.6828 -3.0388 -0.01 -0.01 0.01
H 5.6938 4.1494 1.3978 0.00 0.00 0.00
H -3.4767 3.0321 1.3781 0.00 0.00 0.00
H -2.2525 -0.6925 2.8836 0.00 0.00 0.01
```
Positions in Å, forces in eV/Å.

spin multiplicity	2
energy	-82057.5021	eV
charge	+3
max |F|	0.00778	Eh/bohr
HOMO-LUMO gap (alpha / beta)	0.197 / 0.180	Eh

=====

[2]
Here is 10 unconnected molecules or ions with the total composition C30H28BrF10NO32 in a non-equilibrium geometry from OMol25. Energies are from ωB97M-V/def2-TZVPD.

Structure (XYZ):
```
102
Properties=species:S:1:pos:R:3:forces:R:3
Br 4.7147 2.3453 0.5034 -0.11 -0.32 0.77
F -5.0356 -1.8048 3.7188 0.11 -0.07 -0.04
F -0.5469 -2.4083 2.0651 0.05 0.18 0.24
F 2.8323 5.5689 4.0266 -0.02 -0.04 -0.10
F -0.7797 0.4738 -1.3486 -0.13 -0.05 -0.03
F -8.3791 -3.4084 1.3407 0.10 -0.10 0.05
F 9.4740 4.4313 -5.6516 -0.02 0.13 0.04
F -3.9239 -0.4587 -4.6942 0.05 0.09 0.01
F 3.3781 -0.9047 0.0283 -0.50 -0.30 0.40
F -4.3855 -6.3465 -4.3440 -0.05 0.09 0.01
F 4.1244 6.3276 -3.4654 -0.05 -0.08 0.03
O 2.0797 2.2159 1.2105 0.17 -0.05 -0.26
O -3.0344 -2.8655 3.7187 -0.08 -0.30 -0.13
O -0.2804 -2.8328 -0.5119 -0.20 0.12 -0.41
O -6.2612 -6.1395 4.1338 -0.09 -0.10 -0.11
O 0.8856 2.9346 2.9676 0.10 0.13 -0.01
O 7.7481 -0.6022 -0.6575 -0.21 0.19 0.14
O -5.6074 1.3526 -2.2971 0.23 -0.03 -0.20
O -5.6689 3.3728 -3.2855 -0.09 0.16 -0.06
O 5.8107 5.0480 0.4341 0.22 0.17 0.13
O -6.2365 -4.6108 -2.0149 0.05 -0.13 -0.07
O 3.2603 -0.3087 2.9449 0.08 0.08 0.05
O -4.5385 1.6674 -4.2405 0.07 0.02 0.46
O -3.4880 -4.5504 5.1109 -0.02 0.16 -0.17
O -8.4229 -6.0726 3.5213 0.04 0.15 -0.17
O 1.3914 -1.2602 2.1221 0.29 -0.22 0.45
O 2.2403 -1.9799 4.0593 -0.19 0.03 -0.33
O 6.3575 1.0373 -1.2874 -0.07 -0.36 -0.05
O 8.5123 6.3828 -5.0238 0.06 0.10 0.43
O 6.5768 2.3321 0.5607 -0.43 -0.09 -0.41
O -1.3798 -4.2362 4.4018 0.17 0.01 0.03
O 2.6928 4.0796 2.3314 -0.42 0.03 -0.19
O -6.9627 -4.6956 2.5454 -0.02 -0.33 -0.12
O -6.4188 -2.6196 -3.0435 -0.23 -0.05 0.00
O 5.4324 7.1167 -0.3744 -0.19 -0.24 -0.06
O -2.2284 -3.7217 -1.1973 -0.23 -0.23 -0.14
O 4.0175 -0.2614 -1.9749 0.13 -0.23 0.24
O 8.1398 2.4400 -1.0219 -0.65 -0.46 0.17
O -1.8920 -1.4938 -1.2840 -0.08 -0.14 0.36
O 7.3167 5.6808 -3.2713 0.21 0.10 -0.16
O 4.7698 5.3297 -1.5443 -0.34 0.13 0.32
O 7.0600 7.7857 -4.0093 -0.03 0.31 -0.12
O -5.1675 -4.2609 -3.9453 0.08 0.02 0.38
N 5.5419 -1.0312 -0.4099 -0.71 1.41 -0.12
C -5.6470 -5.8602 -2.3924 -0.04 -0.19 0.30
C -0.9610 -0.6523 -0.6165 0.17 0.13 -0.27
C 4.9575 7.6001 -1.6393 0.07 0.41 -0.02
C 1.9681 4.9325 3.2037 0.35 -0.01 0.23
C -4.0480 0.4541 -3.6974 0.01 -0.17 -0.34
C 8.0235 4.5384 -3.7739 -0.04 -0.39 0.37
C -5.9912 -3.7229 -3.0080 0.10 0.08 -0.11
C -5.1181 0.0663 -2.7143 -0.12 0.02 0.29
C -9.1844 -5.1940 2.6813 -0.30 -0.18 0.04
C -4.5864 -5.4218 -3.3722 0.04 -0.14 -0.29
C 5.3810 5.7634 -0.4037 0.25 0.21 -0.21
C -1.5301 -2.7805 -1.0164 0.24 0.05 -0.01
C 0.9856 -2.6629 3.8773 0.12 -0.23 0.23
C 4.2994 -0.6708 -0.8994 -0.07 0.24 -0.92
C 2.3881 -1.1035 3.0416 0.15 0.18 0.26
C -2.5232 -3.9176 4.4125 -0.08 -0.04 0.16
C -5.3136 2.2450 -3.2747 -0.11 -0.05 0.02
C 0.7648 -2.5040 2.3922 -0.35 -0.03 0.20
C 7.5749 6.7231 -4.0932 0.08 -0.36 -0.17
C 7.1244 1.9779 -0.6022 0.80 1.02 -0.37
C 1.9066 2.9998 2.0854 -0.01 -0.05 0.23
C 0.2779 -1.5104 -0.5807 0.41 0.06 0.08
C 6.6333 -0.2097 -0.8103 1.34 -0.98 0.05
C 9.1250 5.1809 -4.5771 -0.18 -0.07 -0.35
C 4.1106 6.4455 -2.1160 0.31 -0.05 -0.23
C -7.1312 -5.6831 3.4693 -0.20 -0.24 0.08
C -8.1305 -4.6774 1.7335 -0.05 0.46 0.02
C 1.0911 3.9575 3.9496 -0.32 -0.03 0.20
C -4.4459 -3.0282 3.7053 0.02 0.39 0.19
C -4.6952 -3.7877 4.9825 -0.29 -0.02 0.32
H 5.8046 7.7830 -2.3033 -0.21 -0.14 -0.01
H -6.4007 -6.4913 -2.8657 0.07 0.02 -0.16
H 5.4960 -1.0239 0.6048 0.31 -0.53 0.14
H 0.2126 -2.1680 4.4621 -0.08 0.05 -0.13
H 0.8710 -1.4128 -1.4908 -0.16 0.11 -0.11
H -5.9182 -0.4946 -3.1849 0.03 0.01 -0.16
H 10.0212 5.4240 -4.0043 0.07 -0.05 -0.10
H -1.3550 -0.3830 0.3648 0.00 0.10 -0.05
H 4.3925 8.5207 -1.5170 -0.01 -0.04 0.25
H 1.2270 -3.2818 1.7807 -0.14 -0.02 -0.06
H -9.6138 -4.3940 3.2854 0.11 0.11 -0.07
H 1.4230 5.6727 2.6149 0.08 0.08 0.04
H -3.6290 -5.1606 -2.9178 0.02 -0.04 -0.07
H 8.3911 3.9180 -2.9605 -0.10 0.16 0.15
H -7.9666 -5.3005 0.8531 0.03 0.11 -0.07
H -4.7926 -3.1199 5.8410 0.10 0.17 -0.13
H 7.3555 3.9453 -4.3998 0.08 0.07 -0.15
H -3.0684 0.6311 -3.2480 0.07 -0.09 -0.13
H -9.9840 -5.7307 2.1784 0.09 -0.19 0.09
H -5.2395 -6.3761 -1.5272 -0.02 0.19 0.12
H -4.7350 -0.5020 -1.8705 -0.04 0.18 0.12
H 1.0542 -3.6986 4.1886 0.19 0.04 0.06
H -5.5639 -4.4356 4.9330 0.42 -0.05 0.08
H 1.6009 3.5345 4.8159 0.15 0.08 -0.05
H 0.1454 4.3896 4.2661 -0.10 -0.13 -0.17
H -4.7382 -3.5557 2.8000 -0.07 0.08 -0.08
H 0.9102 -1.3051 0.2784 -0.22 -0.12 -0.41
H 3.0748 6.4693 -1.7708 -0.05 -0.05 -0.14
```
Positions in Å, forces in eV/Å.

spin multiplicity	1
energy	-195791.5846	eV
charge	0
max |F|	0.03237	Eh/bohr
HOMO-LUMO gap	0.361	Eh
SMILES string	O=C(F)NC(=O)OC(=O)OBr.O=C1OC[C@@H](F)O1.O=C1OC[C@@H](F)O1.O=C1OC[C@@H](F)O1.O=C1OC[C@@H](F)O1.O=C1OC[C@@H](F)O1.O=C1OC[C@@H](F)O1.O=C1OC[C@@H](F)O1.O=C1OC[C@@H](F)O1.O=C1OC[C@@H](F)O1

=====

[3]
Here is a molecular structure, C30H28Cl3IrN2O2S2 in a non-equilibrium geometry from OMol25. Energies are from ωB97M-V/def2-TZVPD.

Structure (XYZ):
```
68
Properties=species:S:1:pos:R:3:forces:R:3
Ir 0.3723 -1.1324 1.6236 -0.92 0.43 -0.15
Cl -0.7522 0.8264 2.8312 -0.20 -0.42 0.02
Cl 2.4358 2.4191 -1.1881 -0.08 -0.14 0.07
Cl -1.7933 5.4137 0.1858 0.05 -0.13 0.02
S -0.9362 -2.5563 3.1265 0.42 0.05 -0.04
S -3.2816 4.4972 -4.0972 0.13 -0.03 -0.11
O -0.9106 5.3991 -3.2718 -0.02 -0.03 -0.03
O 1.3695 0.4807 0.8991 0.61 0.45 -0.13
N 0.4778 -2.3915 5.4512 -0.32 -0.01 -0.13
N 1.3819 -1.5118 3.4828 -0.22 0.22 0.33
C -0.8306 3.9913 0.4281 -0.02 0.16 -0.09
C -0.3473 -2.9734 -2.6786 -0.02 0.02 0.05
C -1.0972 1.4573 -2.5605 0.09 0.01 -0.11
C -1.4512 -0.0626 -0.6781 -0.22 0.20 -0.45
C 1.3009 -4.4831 1.8730 -0.03 0.04 -0.01
C 1.4784 -1.8633 6.1832 0.27 0.11 0.17
C -0.8669 -0.7377 0.1366 0.22 -0.04 0.23
C -3.2326 1.4674 -1.4597 -0.10 0.07 0.00
C 2.3753 -1.0047 4.1743 0.19 0.01 0.04
C 0.7024 1.6337 0.7652 0.34 -0.45 -0.26
C -1.1567 3.1037 1.4316 -0.07 -0.09 0.19
C 0.9966 -3.5400 0.7627 0.29 -0.25 -0.10
C 1.3663 -2.0870 -0.9799 0.03 -0.37 0.12
C 2.4521 -1.1340 5.5694 0.09 -0.05 0.10
C 1.0272 2.6096 -0.1909 0.20 0.05 -0.08
C -1.4896 2.5195 -3.3553 -0.01 -0.09 -0.02
C -2.2273 6.9845 -4.5057 -0.03 -0.06 0.03
C 0.3514 -2.9835 -1.3591 0.11 0.00 -0.23
C -2.7440 3.0898 -3.1699 -0.02 0.04 0.04
C 1.7471 -2.3574 0.4278 -0.83 0.59 0.31
C 3.1258 -2.0271 0.9352 0.24 -0.19 -0.39
C -1.9543 0.9302 -1.5945 0.02 -0.23 0.23
C -1.9175 5.6512 -3.8728 -0.08 0.04 0.07
C 0.3607 -2.1609 4.1174 0.03 -0.24 -0.07
C 0.2712 3.7548 -0.3733 0.06 0.05 -0.07
C -0.8784 -4.9706 -0.2510 0.02 0.09 0.05
C 0.1152 -3.8587 -0.3072 -0.05 -0.21 0.11
C -3.6215 2.5463 -2.2382 0.03 0.00 0.13
C 2.0464 -1.1071 -1.8325 0.01 0.05 -0.10
C -0.3745 1.9757 1.5638 -0.24 0.17 0.22
H 1.8823 -5.3162 1.4646 0.03 0.03 -0.01
H 3.0659 -1.4499 -2.0516 -0.04 0.01 0.01
H -2.7539 6.8537 -5.4504 0.01 0.02 -0.01
H 2.1375 -0.1648 -1.3018 0.04 0.17 0.05
H 1.5307 -0.9520 -2.7782 0.02 -0.01 0.01
H -1.4998 -4.9993 -1.1425 0.00 -0.01 0.00
H 0.1738 -3.6069 -3.4007 -0.01 0.02 0.00
H -0.3965 -1.9648 -3.0878 -0.01 -0.01 0.02
H 3.3093 -2.4623 1.9165 0.00 0.02 0.01
H -1.3086 7.5464 -4.6519 0.02 -0.03 0.00
H -4.5983 2.9932 -2.1020 0.01 -0.02 0.02
H 0.5336 4.4517 -1.1588 -0.02 -0.02 0.02
H -3.9022 1.0646 -0.7107 -0.01 0.00 -0.03
H -0.1000 1.0448 -2.6608 -0.03 0.01 -0.03
H 1.4496 -2.0525 7.2481 0.01 -0.01 -0.05
H 3.2667 -0.9455 0.9743 -0.01 -0.03 0.03
H -2.8832 7.5387 -3.8317 0.02 0.01 0.00
H 3.2545 -0.6871 6.1351 0.00 -0.04 -0.02
H 1.8935 -4.0234 2.6627 0.01 -0.01 -0.01
H -1.3680 -3.3420 -2.5872 0.01 0.01 0.00
H -0.3805 -5.9391 -0.1535 -0.01 0.01 -0.01
H -0.2662 -2.9083 5.9045 0.01 0.02 0.00
H -1.9949 3.2859 2.0895 -0.01 -0.04 -0.02
H 3.8856 -2.4262 0.2559 0.01 -0.03 0.05
H 3.1360 -0.4862 3.6002 -0.05 0.06 0.06
H 0.3963 -4.9090 2.3037 0.00 -0.04 0.00
H -1.5355 -4.8597 0.6170 0.01 0.00 -0.03
H -0.8191 2.9084 -4.1068 0.03 0.06 0.02
```
Positions in Å, forces in eV/Å.

spin multiplicity	2
energy	-100708.9672	eV
charge	+1
max |F|	0.02077	Eh/bohr
HOMO-LUMO gap (alpha / beta)	0.201 / 0.202	Eh
relative energy (zero: lowest compared OMol25 entry of this formula, charge and spin)	1.7660	eV